Record 1
ORCA calculation (the ωB97M-V functional and the def2-TZVPD basis) on a cluster of 2 separate species, C3ClF2O2 in total in a non-equilibrium geometry.

The value obtained for the total energy is -924.58974 Eh. The spin multiplicity is 1. The calculation puts the molar mass at 141.48 g mol⁻¹. The value obtained for the energy above the lowest of the compared OMol25 structures with the same formula, charge and spin is 4.470 eV. Its net charge is -1. As for the HOMO-LUMO gap (spin up / spin down): 7.0 / 7.0 eV.

Structure (XYZ):
```
8
Properties=species:S:1:pos:R:3:forces:R:3:mulliken_charge:R:1
C 0.179008 0.228326 0.948760 0.9728 -1.1117 -1.1916 -0.454
C 0.401725 -1.844728 -0.998439 2.0340 -1.0363 1.9112 0.032
C -0.578886 1.352063 0.483538 0.3033 -2.5725 0.4700 0.764
O -0.693023 2.291025 -0.221647 -0.4719 2.1587 -0.6895 -0.602
O -1.389772 0.363192 0.882686 -0.3441 0.6768 0.4129 -0.336
F 0.685972 0.239986 2.218504 -0.4092 0.4063 0.6153 -0.211
F 1.763786 -1.784900 -1.243959 -1.3791 0.2171 -0.0301 -0.146
Cl -0.368809 -0.844964 -2.069443 -0.7057 1.2616 -1.4982 -0.047
```
Positions in Å, forces in eV/Å.


Record 2
ORCA calculation (the ωB97M-V functional and the def2-TZVPD basis) on the molecule C23H19NO3.

The value obtained for the total energy is -1168.33680 Eh. As for the SMILES: O=C(NCc1ccco1)c1ccc(COc2cccc3ccccc23)cc1. The spin multiplicity is 1. The calculation puts the molar mass at 357.41 g mol⁻¹. The value obtained for the energy above the lowest of the compared OMol25 structures with the same formula, charge and spin is 1.185 eV. As for the HOMO-LUMO gap: 8.6 eV.

Structure (XYZ):
```
46
Properties=species:S:1:pos:R:3:forces:R:3:mulliken_charge:R:1
O -2.471821 -1.779157 -3.788393 -0.0278 -0.2982 -0.1280 -0.664
C -2.147424 -0.979761 -2.932573 -0.0230 0.2609 0.1163 0.297
N -3.014982 -0.078734 -2.405918 -0.0518 0.3389 0.1058 -0.171
H -2.743742 0.460128 -1.599142 0.0794 -0.1203 -0.0596 0.266
C -4.421209 -0.076855 -2.762831 -0.0915 0.0297 0.1462 -0.957
C -5.269090 -0.647732 -1.674368 0.0571 -0.8068 -0.4310 0.413
C -5.601976 -1.934591 -1.369602 0.1717 0.5922 -0.2762 -0.310
C -6.393851 -1.871807 -0.196923 -0.0985 0.4831 0.2709 -0.457
C -6.479046 -0.553878 0.125150 -0.2766 -0.7497 0.3515 -0.445
O -5.799075 0.195904 -0.758674 0.1673 0.4489 -0.1911 -0.347
H -6.974868 -0.039889 0.924462 -0.0335 0.1565 0.0636 0.459
H -6.836444 -2.693737 0.326986 -0.1305 -0.1165 0.1646 0.412
H -5.319015 -2.809796 -1.916938 0.1035 -0.1580 -0.1847 0.508
H -4.507379 -0.690270 -3.662953 -0.0735 0.1631 0.1329 0.392
H -4.737663 0.949002 -2.974119 -0.0216 -0.1379 -0.0774 0.306
C -0.757668 -0.901897 -2.394903 0.3017 -0.1387 -0.0072 0.776
C -0.004622 -2.072428 -2.369896 -0.1750 0.0621 -0.0688 -0.832
C 1.289229 -2.064016 -1.889105 0.0862 0.1560 0.0521 -0.542
C 1.864049 -0.878857 -1.445356 -0.0351 0.1173 0.0067 0.456
C 1.124544 0.295257 -1.498019 0.1378 -0.0343 0.0360 -0.511
C -0.177807 0.285770 -1.961325 -0.0842 -0.1251 -0.0515 -0.553
H -0.724983 1.215951 -2.013003 -0.0596 0.0760 -0.0090 0.463
H 1.575148 1.220548 -1.170366 0.0306 0.0745 0.0468 0.464
C 3.287308 -0.867035 -0.942046 0.1038 -0.2645 -0.2498 -0.930
O 3.587747 0.201081 -0.075063 -0.0243 0.2312 0.1977 -0.362
C 3.007196 0.228744 1.159475 -0.1721 -0.1777 0.2007 0.778
C 2.110402 -0.698491 1.629792 0.2922 -0.0094 -0.4744 -0.499
C 1.578245 -0.577383 2.922344 -0.0065 0.2091 0.3738 -0.854
C 1.933185 0.457411 3.737527 -0.1930 -0.2506 0.0109 -0.932
C 2.849157 1.432314 3.288321 0.1110 -0.0623 -0.3283 0.941
C 3.241543 2.518381 4.097803 0.1031 0.1629 0.0348 -0.768
C 4.130469 3.450927 3.641029 -0.1354 -0.0375 0.2290 -0.522
C 4.669282 3.340872 2.351087 0.0486 -0.0814 -0.2331 -0.596
C 4.310300 2.299628 1.540409 0.1316 0.1307 -0.0810 -0.586
C 3.396636 1.324030 1.985462 -0.0760 -0.0168 0.0858 0.540
H 4.719481 2.203911 0.546666 0.0559 0.0346 -0.0577 0.465
H 5.370791 4.084897 2.003086 0.0519 0.0332 -0.0573 0.396
H 4.424333 4.278336 4.270589 -0.0028 0.0443 0.0692 0.386
H 2.823510 2.598016 5.091352 -0.0319 0.0147 0.0872 0.379
H 1.520522 0.546062 4.731598 -0.0507 -0.0023 0.0947 0.372
H 0.875612 -1.324591 3.261283 -0.0523 -0.0352 0.0519 0.389
H 1.790933 -1.527411 1.018088 0.0094 -0.0344 -0.0764 0.368
H 3.967587 -0.725605 -1.790682 -0.0815 -0.0874 0.1678 0.349
H 3.530380 -1.829042 -0.469131 -0.0342 0.1179 -0.0365 0.418
H 1.861642 -2.980263 -1.860898 0.0442 -0.1210 0.0282 0.407
H -0.456567 -2.983946 -2.730284 -0.0439 -0.0717 -0.0462 0.439
```
Positions in Å, forces in eV/Å.


Record 3
ORCA calculation (the ωB97M-V functional and the def2-TZVPD basis) on a structure of composition C25H36Br2GeN5O2OsSe.

The value obtained for the total energy is -11114.64791 Eh. The spin multiplicity is 5. Its expectation value of S² is 6.016. The calculation puts the molar mass at 940.20 g mol⁻¹. The value obtained for the energy above the lowest of the compared OMol25 structures with the same formula, charge and spin is 1.608 eV. Its net charge is +3. As for the HOMO-LUMO gap (spin up / spin down): 7.6 / 6.0 eV.

Structure (XYZ):
```
73
Properties=species:S:1:pos:R:3:forces:R:3:lowdin_spin:R:1
Os -2.337249 0.939882 0.921215 0.0146 -0.0092 -0.0186 2.325
Br -7.709524 2.960137 -2.718228 0.0045 -0.0041 0.0011 0.005
C -6.167402 2.415795 -1.834967 -0.0085 0.0119 -0.0064 0.009
C -5.055389 3.246665 -1.772769 0.0051 -0.0101 -0.0030 0.000
C -3.946702 2.803016 -1.084969 0.0090 -0.0073 -0.0259 0.017
N -3.887718 1.600980 -0.494859 -0.0341 0.0349 0.0815 0.061
C -4.966271 0.791726 -0.557061 0.0100 -0.0005 -0.0155 0.012
C -6.120351 1.171662 -1.213682 0.0111 -0.0180 -0.0055 0.001
C -4.834618 -0.499560 0.159834 -0.0004 -0.0071 -0.0116 0.011
C -5.774288 -1.506750 0.066794 -0.0017 0.0094 0.0202 -0.001
C -5.597563 -2.674764 0.800811 -0.0062 -0.0050 -0.0005 0.012
Br -6.852303 -4.041850 0.696749 0.0028 0.0041 0.0020 0.007
C -4.478648 -2.799895 1.616114 -0.0064 0.0064 -0.0072 -0.002
C -3.581217 -1.757664 1.654710 -0.0074 0.0050 0.0285 0.015
N -3.734528 -0.632101 0.937522 0.0115 -0.0181 -0.0381 0.009
H -5.058640 4.223082 -2.235125 0.0002 0.0015 0.0001 0.000
H -3.068571 3.428920 -0.994278 -0.0017 0.0029 0.0090 0.001
H -6.990950 0.533965 -1.234642 -0.0013 -0.0012 -0.0044 0.000
H -6.643726 -1.400409 -0.563741 -0.0028 -0.0016 0.0022 0.000
H -4.318796 -3.681934 2.219175 0.0020 -0.0002 0.0008 0.000
H -2.705610 -1.808070 2.287582 0.0030 -0.0014 -0.0047 0.002
C -0.847785 0.232523 3.596773 -0.0029 0.0005 0.0123 0.044
C -2.080234 0.760904 2.911907 0.0422 -0.0018 0.0179 0.093
O -3.054018 1.176854 3.489420 -0.0111 -0.0013 -0.0090 0.135
H -1.101292 -0.122057 4.595412 0.0032 0.0038 0.0021 0.006
H -0.140207 1.060922 3.690356 0.0011 0.0000 -0.0046 0.000
H -0.364177 -0.550651 3.013092 -0.0068 -0.0014 -0.0016 0.003
C 0.662568 6.583958 0.676156 0.0034 0.0039 -0.0004 0.002
C 0.006699 5.245287 0.771532 -0.0061 -0.0067 0.0057 0.011
C -0.783268 4.885348 1.860050 0.0100 0.0025 -0.0052 -0.001
C -1.376501 3.642064 1.908801 -0.0029 0.0198 -0.0062 0.018
N -1.233851 2.736955 0.921558 -0.0560 -0.0165 0.0122 0.024
C -0.471595 3.073638 -0.139972 0.0295 -0.0123 -0.0063 0.013
C 0.156150 4.290963 -0.240692 0.0006 0.0003 0.0020 0.001
H 0.446355 7.201847 1.543758 -0.0003 -0.0003 0.0008 0.000
H 0.322177 7.108512 -0.218103 0.0001 -0.0003 0.0001 0.001
H 1.744246 6.470984 0.589404 0.0002 -0.0012 0.0004 0.001
H -0.943726 5.574154 2.678278 -0.0017 -0.0016 0.0017 0.000
H -2.000799 3.357775 2.745396 -0.0060 -0.0063 -0.0026 0.003
H -0.373671 2.320795 -0.912599 -0.0037 -0.0021 0.0035 0.001
H 0.757120 4.506299 -1.114316 0.0011 -0.0020 -0.0003 0.000
C 5.348758 -4.245622 -0.571581 0.0023 0.0028 0.0052 0.008
Ge 6.693867 -2.866093 -0.323512 -0.0139 0.0188 -0.0127 0.075
C 7.398877 -2.770179 1.474489 0.0035 -0.0001 -0.0055 0.022
C 7.979211 -2.735855 -1.763902 -0.0007 -0.0103 0.0052 0.023
C 5.708328 -0.944546 -0.486105 -0.0072 0.0010 0.0002 0.212
Se 3.894097 -1.064575 -0.817710 0.1934 -0.0614 -0.0389 0.557
C 3.923876 -1.280429 -2.737395 0.0367 0.0017 0.0003 0.049
H 5.843109 -5.214005 -0.479227 0.0009 -0.0010 -0.0006 0.000
H 4.891493 -4.207844 -1.560176 -0.0020 -0.0009 -0.0002 0.000
H 4.575568 -4.191995 0.194228 0.0000 -0.0037 -0.0004 0.003
H 7.919792 -3.704374 1.690939 0.0053 0.0025 0.0012 0.005
H 6.602066 -2.648404 2.207067 -0.0006 -0.0048 0.0018 0.000
H 8.110629 -1.951942 1.572383 -0.0026 0.0029 0.0014 0.000
H 8.584077 -3.644277 -1.771173 0.0013 0.0001 -0.0013 0.005
H 8.644268 -1.885918 -1.617987 0.0002 0.0006 -0.0009 0.000
H 7.489276 -2.649741 -2.733280 0.0008 -0.0008 -0.0011 0.000
H 6.248764 -0.465340 -1.300003 0.0013 0.0066 0.0036 0.015
H 5.887404 -0.485360 0.483178 -0.0062 -0.0029 0.0034 0.009
H 4.433106 -2.212909 -2.973914 0.0038 0.0005 0.0022 0.011
H 4.450395 -0.437119 -3.178200 -0.0018 0.0024 0.0021 0.008
H 2.896317 -1.316328 -3.086510 -0.0039 -0.0045 0.0020 -0.001
C -0.380933 -3.038047 0.034957 -0.0092 -0.0004 0.0014 0.001
N -1.169800 -2.503325 -1.065561 0.0000 -0.0052 0.0094 0.011
C -1.420859 -1.200940 -1.237133 0.0213 -0.0138 -0.0200 0.020
N -2.222636 -0.842837 -2.264598 -0.0257 -0.0005 0.0203 0.005
O -0.946478 -0.327000 -0.458323 -0.2189 0.0972 0.0106 0.125
H -0.976870 -3.729470 0.629133 0.0007 0.0001 0.0015 0.000
H -0.054036 -2.211607 0.658732 0.0031 -0.0018 -0.0015 0.000
H 0.491316 -3.568084 -0.344651 -0.0004 0.0009 0.0024 0.000
H -1.545345 -3.158663 -1.732609 -0.0031 0.0029 -0.0011 0.001
H -2.516073 -1.500960 -2.967511 0.0113 0.0003 -0.0068 0.000
H -2.275720 0.133911 -2.496469 0.0129 0.0011 -0.0099 0.000
```
Positions in Å, forces in eV/Å.